ORCA calculation (ωB97M-V/def2-TZVPD) on C6H13BrNO6P2S2 as an isolated structure.

For the HOMO energy, the calculation gives -3.293 eV. The HOMO-LUMO gap comes out at 4.301 eV. The total energy comes out at -4795.70038 Eh. As for the charge: -1.

Last column: Löwdin charge in e.
Cartesian coordinates (Å):
N -2.67327 -1.51748 1.41144  0.053
C -1.68348 -0.63418 0.82080  -0.452
C -2.31495 0.63229 0.27370  -0.176
O -1.57097 1.08281 -0.85546  -0.174
S 0.00666 1.19953 -0.60171  0.547
O 0.51378 2.39544 -1.11824  -0.256
O 0.58500 0.03441 -1.11218  -0.213
C 0.23668 1.07339 1.20191  -0.510
P -0.10843 2.66542 2.13521  0.280
S 0.52215 4.30900 1.33189  0.175
C -0.55655 -0.20251 1.75740  -0.848
Br -1.19621 0.16398 3.58907  0.736
P 0.63239 -1.62181 1.96839  0.654
O 0.83304 -2.40196 0.76883  -0.357
H -3.59341 -1.10609 1.46314  0.074
H -2.39759 -1.91151 2.29788  0.039
H -1.24400 -1.14464 -0.03175  0.136
H -3.32180 0.41874 -0.06756  0.139
H -2.38375 1.39712 1.04343  0.092
H 1.28704 0.85970 1.34914  0.082
H 0.55357 2.45705 3.34859  -0.036
H -1.48627 2.74361 2.35126  -0.040
H 0.11868 -2.36636 3.04804  0.005
H 1.84903 -1.02687 2.36347  0.038
C 2.13823 -0.68400 -3.70156  -0.073
C 2.95934 -1.58765 -4.65651  -0.814
O 3.69762 -1.00061 -5.48292  -0.126
O 2.79692 -2.81983 -4.49970  -0.123
H 2.32961 0.37274 -3.89729  0.051
H 1.07163 -0.87797 -3.83195  0.053
H 2.39928 -0.90175 -2.66675  0.044